(1)
The following is a DFT calculation (ωB97M-V/def2-TZVPD) of C3H5LiO3Sr as an isolated structure.

CARTESIAN COORDINATES (ANGSTROEM)
1 H 2.06 2.47 0.24
2 O 0.34 -1.42 0.56
3 C -0.92 -0.90 0.21
4 C -0.81 0.32 -0.68
5 O -0.40 1.48 0.16
6 C 0.74 1.95 0.12
7 O 1.68 1.68 -0.66
8 Sr 1.15 -1.64 2.66
9 Li 1.06 -2.50 -0.77
10 H -1.53 -0.65 1.09
11 H -1.51 -1.63 -0.37
12 H -1.79 0.61 -1.07
13 H -0.08 0.22 -1.48

multiplicity	2
relative energy (zero: lowest compared OMol25 entry of this formula, charge and spin)	247.06	kJ/mol
total energy	-380.06789	hartree
charge	+3

Löwdin atomic charge list, values in e, 8 entries: atom 1 (H): 0.354, atom 2 (O): -0.667, atom 3 (C): -0.306, atom 4 (C): -0.016, atom 5 (O): 0.140, atom 6 (C): -0.140, atom 7 (O): 0.256, atom 8 (Sr): 1.893


(2)
The following is a DFT calculation (ωB97M-V/def2-TZVPD) of C64H55AsBrN8O4PSSe2Ti as an isolated structure.

CARTESIAN COORDINATES (ANGSTROEM)
1 Ti 1.88 0.60 0.86
2 Se 5.95 0.53 2.41
3 Se 4.63 -0.66 0.93
4 C 3.35 -1.43 2.13
5 C 3.71 -2.23 3.19
6 C 2.72 -2.71 4.05
7 C 1.39 -2.43 3.72
8 C 1.11 -1.65 2.62
9 N 2.07 -1.09 1.83
10 C 5.33 2.24 1.77
11 C 5.47 3.39 2.53
12 C 4.94 4.56 2.01
13 C 4.37 4.55 0.75
14 C 4.34 3.35 0.05
15 N 4.78 2.21 0.57
16 H 4.75 -2.44 3.36
17 H 2.97 -3.28 4.93
18 H 0.58 -2.81 4.33
19 H 0.08 -1.44 2.36
20 H 5.93 3.35 3.50
21 H 4.97 5.47 2.59
22 H 3.96 5.44 0.31
23 H 3.97 3.27 -0.97
24 S 2.62 1.67 2.88
25 C 1.09 1.08 3.51
26 N 1.07 0.69 4.78
27 N -0.08 0.16 5.18
28 C -0.19 -0.73 6.22
29 C 0.88 -0.97 7.08
30 C 0.77 -1.94 8.06
31 C -0.40 -2.68 8.18
32 C -1.48 -2.42 7.35
33 C -1.38 -1.45 6.37
34 N 0.00 0.98 2.76
35 N 0.12 1.05 1.43
36 C -1.03 1.37 0.76
37 C -2.20 1.79 1.43
38 C -3.30 2.20 0.72
39 C -3.28 2.23 -0.67
40 C -2.14 1.79 -1.34
41 C -1.04 1.35 -0.65
42 H -0.85 0.20 4.51
43 H 1.79 -0.41 6.94
44 H 1.59 -2.13 8.72
45 H -0.46 -3.47 8.92
46 H -2.39 -2.99 7.44
47 H -2.20 -1.25 5.69
48 H -2.19 1.80 2.51
49 H -4.20 2.50 1.24
50 H -4.13 2.58 -1.23
51 H -2.12 1.81 -2.42
52 H -0.15 0.98 -1.16
53 C 2.04 2.64 -3.86
54 O 1.87 2.71 -2.46
55 C 0.80 3.40 -1.99
56 C -0.19 3.94 -2.80
57 C -1.22 4.67 -2.23
58 Br -2.60 5.30 -3.37
59 C -1.27 4.92 -0.88
60 C -0.28 4.38 -0.05
61 C 0.73 3.56 -0.59
62 O 1.63 2.92 0.18
63 C -0.25 4.65 1.37
64 N 0.62 4.08 2.18
65 C 0.45 4.65 3.40
66 C 1.14 4.44 4.59
67 C 0.79 5.22 5.67
68 C -0.23 6.18 5.58
69 C -0.94 6.39 4.41
70 C -0.59 5.61 3.32
71 N -1.02 5.57 2.02
72 H 1.21 2.12 -4.35
73 H 2.96 2.08 -4.02
74 H 2.16 3.64 -4.28
75 H -0.19 3.78 -3.87
76 H -2.07 5.53 -0.47
77 H 1.49 3.26 1.14
78 H 1.91 3.69 4.65
79 H 1.30 5.09 6.60
80 H -0.46 6.78 6.45
81 H -1.73 7.12 4.35
82 H -1.76 6.13 1.63
83 C 0.63 -3.97 -2.51
84 C -0.86 -4.22 -2.58
85 As -1.50 -5.40 -4.05
86 C -3.40 -4.94 -3.86
87 C -4.23 -5.15 -4.96
88 C -5.56 -4.80 -4.93
89 C -6.10 -4.24 -3.78
90 C -5.30 -4.06 -2.67
91 C -3.97 -4.41 -2.70
92 C -1.10 -4.11 -5.49
93 C 0.11 -4.25 -6.15
94 C 0.47 -3.38 -7.16
95 C -0.39 -2.37 -7.55
96 C -1.60 -2.22 -6.89
97 C -1.95 -3.08 -5.86
98 P 1.03 -2.38 -1.55
99 C -0.18 -2.69 -0.20
100 C 0.19 -3.80 0.57
101 C -0.60 -4.23 1.62
102 C -1.77 -3.55 1.93
103 C -2.11 -2.41 1.21
104 C -1.31 -1.98 0.16
105 C 0.31 -1.32 -2.88
106 C 1.23 -1.12 -3.91
107 C 0.88 -0.40 -5.04
108 C -0.39 0.15 -5.15
109 C -1.31 -0.07 -4.15
110 C -0.98 -0.81 -3.03
111 H 1.07 -3.82 -3.50
112 H 1.15 -4.80 -2.03
113 H -1.39 -3.27 -2.73
114 H -1.19 -4.65 -1.64
115 H -3.81 -5.58 -5.86
116 H -6.19 -4.95 -5.80
117 H -7.15 -3.95 -3.75
118 H -5.72 -3.63 -1.76
119 H -3.37 -4.27 -1.82
120 H 0.78 -5.06 -5.87
121 H 1.43 -3.49 -7.66
122 H -0.12 -1.70 -8.35
123 H -2.28 -1.43 -7.18
124 H -2.89 -2.93 -5.35
125 H 1.11 -4.32 0.33
126 H -0.31 -5.10 2.19
127 H -2.40 -3.89 2.73
128 H -3.00 -1.86 1.47
129 H -1.59 -1.07 -0.36
130 H 2.21 -1.55 -3.83
131 H 1.60 -0.27 -5.84
132 H -0.65 0.73 -6.02
133 H -2.32 0.32 -4.25
134 H -1.74 -1.00 -2.29
135 O 3.65 -1.13 -1.46
136 C 3.08 -0.08 -1.68
137 O 2.23 0.48 -0.91
138 H 3.27 0.46 -2.63

multiplicity	3
relative energy (zero: lowest compared OMol25 entry of this formula, charge and spin)	2.68	kJ/mol
total energy	-14412.54134	hartree
charge	0

Löwdin atomic charge list, values in e, 8 entries: atom 1 (Ti): 0.707, atom 2 (Se): 0.698, atom 3 (Se): 0.847, atom 4 (C): -0.593, atom 5 (C): -0.082, atom 6 (C): -0.007, atom 7 (C): -0.039, atom 8 (C): -0.123


(3)
The following is a DFT calculation (ωB97M-V/def2-TZVPD) of an isolated ion of composition C4H5O2 and charge +1.

CARTESIAN COORDINATES (ANGSTROEM)
1 O -2.40 -0.31 1.80
2 C -1.20 0.30 1.45
3 C -0.62 -0.38 0.29
4 C 0.50 -0.20 -0.38
5 H -2.87 0.24 2.43
6 H -0.42 0.25 2.24
7 H -1.31 1.37 1.19
8 H -0.98 -0.49 -0.93
9 C 1.78 -0.37 -0.11
10 O 2.57 -0.52 0.85
11 H 3.35 -1.08 0.65

multiplicity	1
relative energy (zero: lowest compared OMol25 entry of this formula, charge and spin)	610.74	kJ/mol
total energy	-305.36368	hartree
charge	+1

Löwdin atomic charge list, values in e, 8 entries: atom 1 (O): -0.007, atom 2 (C): -0.236, atom 3 (C): 0.048, atom 4 (C): 0.049, atom 5 (H): 0.115, atom 6 (H): 0.159, atom 7 (H): 0.171, atom 8 (H): 0.240